Record 1
The following is a DFT calculation (wB97M-V/def2-TZVPD) of 9 unconnected molecules or ions with the total composition C36H43N7O9S2 in a non-equilibrium geometry.

The geometry in XYZ format:
```
97
Properties=species:S:1:pos:R:3:forces:R:3
O 1.890281 0.148533 1.323290 -1.49 0.20 -0.55
S 0.660522 0.890739 1.372975 -0.42 -0.94 -1.05
O 0.553170 1.860419 2.397153 -0.50 0.23 -0.01
O 0.312758 1.517679 -0.112670 1.63 -0.53 1.06
C -1.036616 1.414966 -0.412499 -2.76 1.19 0.80
C -1.614993 0.209079 0.342677 1.16 -0.69 -1.59
O -0.669648 -0.088069 1.379156 1.20 0.69 0.61
H -1.607980 2.284524 -0.053272 0.56 0.29 0.16
H -1.273746 1.417184 -1.475337 0.75 -0.53 -0.13
H -1.564826 -0.611020 -0.378293 -0.32 -0.38 0.37
H -2.627112 0.339939 0.708410 0.12 0.12 0.31
O -5.325662 -1.502305 -2.341386 -0.52 1.44 1.16
S -5.670173 -0.728966 -1.163310 0.45 -1.37 -0.18
O -4.980525 -1.050884 0.060514 -1.07 0.97 -1.27
O -5.647047 0.862505 -1.456105 -0.29 -1.14 0.33
C -6.849467 1.167733 -2.203764 -0.28 0.71 0.28
C -7.917232 0.112486 -1.821214 -0.44 -0.87 -2.30
O -7.277753 -0.803457 -0.960860 0.88 -0.11 1.06
H -7.218777 2.137574 -1.877337 0.44 0.14 0.04
H -6.548426 1.227092 -3.245839 -0.41 -0.30 -0.14
H -8.272133 -0.463633 -2.690396 0.70 0.12 -0.24
H -8.900889 0.461005 -1.501642 0.65 0.44 1.23
C 1.035790 6.085730 0.212042 0.45 0.35 -1.47
C 1.395632 7.017365 1.155846 -0.22 0.33 2.19
C 0.913946 6.827208 2.454675 0.69 -1.13 -0.44
N 0.223360 5.746236 2.802034 -0.25 -0.23 0.35
C -0.038388 4.814260 1.887161 0.28 0.30 -0.49
C 0.343628 4.937816 0.540220 -0.67 0.54 1.13
H 1.302680 6.272757 -0.824132 0.13 -0.21 0.02
H 2.077776 7.857933 1.126533 -0.10 0.01 -1.13
H 1.270728 7.430712 3.282212 -0.35 0.37 -0.11
H -0.515666 3.922362 2.264378 -0.21 0.00 -0.10
H 0.020750 4.237390 -0.214490 0.24 -0.17 0.01
C 4.354117 0.560229 7.000219 0.63 0.39 0.04
C 3.197422 1.015789 6.387524 0.23 0.63 -0.50
C 3.287990 1.402521 5.059455 0.50 0.47 -1.01
N 4.410957 1.379576 4.313228 -0.61 -0.43 1.08
C 5.485388 0.896178 4.930073 0.45 -1.00 -0.47
C 5.536580 0.455246 6.254013 -1.25 0.48 0.04
H 4.413675 0.406359 8.069835 -0.27 -0.33 0.00
H 2.264856 1.260621 6.875379 0.04 -0.48 0.36
H 2.456822 1.819214 4.503094 -0.34 -0.07 0.32
H 6.306756 0.716424 4.241480 0.38 0.33 0.35
H 6.425987 0.089798 6.742569 0.20 -0.01 -0.27
C 0.495446 -4.573737 -2.794702 0.00 -0.40 -0.86
C 1.072134 -3.626121 -1.996661 -0.52 0.16 1.55
C 0.405779 -2.408316 -1.801991 1.78 -0.88 -1.07
N -0.546068 -2.030089 -2.623435 -1.74 0.55 0.43
C -1.118572 -2.933917 -3.436633 0.88 -0.74 0.56
C -0.639334 -4.246463 -3.532130 -0.05 0.90 -0.08
H 0.952283 -5.552717 -2.874880 -0.09 -0.02 -0.06
H 1.907376 -3.876519 -1.354953 0.07 0.02 -0.11
H 0.844472 -1.746280 -1.060163 -0.39 0.46 -0.14
H -2.013239 -2.638293 -3.966675 0.12 0.23 -0.21
H -1.097642 -4.934294 -4.227889 -0.09 -0.15 0.16
C -2.476328 -4.419824 3.248491 -0.02 0.90 0.05
C -1.992636 -3.292609 2.590693 0.27 -0.14 -0.70
C -1.005714 -3.449209 1.616120 0.31 -0.41 0.56
N -0.440786 -4.632388 1.310319 -0.07 0.58 0.48
C -0.883105 -5.666662 2.013212 -0.09 -0.65 -0.34
C -1.921187 -5.635149 2.925325 0.30 -0.16 0.50
H -3.196874 -4.280043 4.044032 -0.15 -0.26 -0.09
H -2.346833 -2.289532 2.782008 -0.10 -0.05 0.22
H -0.535237 -2.571669 1.190638 -0.23 -0.01 -0.34
H -0.397457 -6.630574 1.883335 0.12 0.13 -0.38
H -2.156124 -6.553226 3.447403 -0.23 0.08 0.01
C 4.905209 2.248816 -2.844462 -0.55 -0.58 0.05
C 4.578140 3.500388 -3.290212 0.02 0.86 0.02
C 3.232365 3.826561 -3.351308 -1.26 -1.00 -0.37
N 2.255452 2.964689 -3.043872 -0.26 -0.23 1.27
C 2.558106 1.767785 -2.487473 0.74 1.37 -1.03
C 3.879287 1.375609 -2.458242 1.16 -0.50 0.05
H 5.933914 1.920234 -2.792919 0.02 -0.01 -0.03
H 5.332315 4.220647 -3.579755 -0.01 0.00 0.03
H 2.795337 4.742266 -3.725100 0.66 0.37 -0.15
H 1.745560 1.187519 -2.080638 -0.06 -0.23 -0.25
H 4.225732 0.381166 -2.201345 -0.50 -0.06 0.42
C -2.545690 -0.146875 -5.737590 -1.26 -0.69 -0.19
C -2.273456 0.326681 -7.001711 0.54 0.60 0.54
C -1.690287 1.591527 -7.060309 -0.20 -0.25 -0.30
N -1.410980 2.341491 -5.994922 0.75 -0.82 0.44
C -1.595865 1.778500 -4.784805 -0.66 0.13 0.01
C -2.289357 0.587170 -4.592144 0.58 -0.31 -0.88
H -3.062885 -1.098840 -5.667405 0.09 -0.04 0.19
H -2.489812 -0.258112 -7.883290 0.09 0.06 -0.07
H -1.395801 1.955951 -8.038501 -0.16 0.47 0.08
H -1.181216 2.283048 -3.920396 -0.13 0.47 -0.11
H -2.573345 0.123912 -3.657599 0.37 0.38 0.32
C 2.743713 -4.966841 4.091786 1.37 -0.77 -0.29
C 2.535631 -3.480189 4.167016 -0.32 1.21 1.29
N 2.367159 -2.845303 2.982342 0.19 -1.41 0.68
O 2.546789 -2.832783 5.215748 0.01 -0.96 -0.59
H 2.671107 -5.499345 5.035910 -0.59 0.33 0.11
H 3.800794 -5.135892 3.836560 0.04 0.31 0.00
H 2.246734 -5.502523 3.282009 -0.54 0.27 0.17
H 2.426515 -3.473127 2.198047 -0.30 0.99 -0.63
H 2.233970 -1.851346 3.049516 0.09 0.09 -0.77
```
Forces are in eV/Å.

As for the HOMO-LUMO gap: 9.18 eV. As for the structure (SMILES): O=S1(=O)OCCO1.O=S1(=O)OCCO1.c1ccncc1.c1ccncc1.c1ccncc1.c1ccncc1.c1ccncc1.c1ccncc1.CC(N)=O. As for the total charge: 0. For the strongest force on any atom, the calculation gives 3.11 eV/A. The HOMO energy is -0.3296 Ha.

Atomic partial charges in e from the Mulliken method, atoms 1 to 2:
1 O -0.578
2 S 1.078

---

Record 2
The following is a DFT calculation (wB97M-V/def2-TZVPD) of C4H7FS in the gas phase in a non-equilibrium geometry.

The geometry in XYZ format:
```
13
Properties=species:S:1:pos:R:3:forces:R:3
F 0.241559 1.909801 -0.407563 -0.35 0.52 -0.81
C 0.272129 0.902227 0.499875 1.51 -0.60 1.35
C 1.314311 -0.201332 0.076751 -0.51 0.64 -0.07
C 0.131981 -0.967555 -0.554975 -0.15 -1.70 2.61
C -0.798445 -0.157258 0.366613 0.12 -0.02 0.26
S -2.449089 0.295908 -0.006078 -0.57 0.33 -1.06
H 0.357251 1.349341 1.496714 0.10 0.05 -0.17
H 1.980562 0.103389 -0.721872 0.64 0.30 0.45
H 1.803181 -0.686888 0.948857 -0.27 0.28 -0.79
H -0.027337 -0.651311 -1.560687 0.00 -0.50 -0.88
H 0.153389 -2.060808 -0.263848 -0.30 1.02 -1.32
H -0.886647 -0.602146 1.350467 0.25 -0.38 0.20
H -2.092845 0.766637 -1.224251 -0.45 0.06 0.23
```
Forces are in eV/Å.

As for the HOMO-LUMO gap: 10.01 eV. As for the structure (SMILES): F[C@@H]1CC[C@@H]1S. As for the total charge: 0. For the strongest force on any atom, the calculation gives 3.12 eV/A. Its energy above the lowest of the compared OMol25 structures with the same formula, charge and spin is 28.96 kcal/mol. The HOMO energy is -0.3343 Ha.

Atomic partial charges in e from the Mulliken method, atoms 1 to 2:
1 F -0.316
2 C 0.134

---

Record 3
The following is a DFT calculation (wB97M-V/def2-TZVPD) of a molecular structure, C30H26N5O7S4Sc.

The geometry in XYZ format:
```
73
Properties=species:S:1:pos:R:3:forces:R:3
Sc -0.601147 0.701787 -1.539073 -0.61 0.09 -0.56
O -2.753257 4.051949 0.115461 0.02 -0.01 0.02
C -1.985584 3.123806 -0.154806 -0.05 -0.02 0.01
N -2.211470 2.035382 -0.890953 0.12 0.19 0.00
C -3.362686 2.090251 -1.766890 0.08 0.13 0.09
C -2.907121 1.888171 -3.195525 -0.14 0.23 0.16
C -3.824868 1.699636 -4.223932 0.08 0.05 -0.08
C -3.365390 1.648841 -5.525481 -0.01 -0.02 0.05
C -2.004363 1.785103 -5.769484 0.03 0.01 0.03
C -1.157749 1.924230 -4.686361 -0.02 -0.02 -0.09
N -1.593983 1.974568 -3.425698 0.09 -0.32 0.04
C -0.550860 3.206129 0.318383 0.07 0.13 0.00
C -0.166250 4.068339 1.331528 -0.01 0.00 -0.05
C 1.174612 4.142975 1.657826 0.00 0.02 0.02
C 2.088377 3.369910 0.957402 0.02 -0.04 -0.04
C 1.622931 2.535109 -0.042210 -0.02 0.10 0.03
N 0.330250 2.467194 -0.358625 0.00 -0.29 0.14
H -4.119680 1.345095 -1.515689 0.00 -0.04 -0.02
H -3.841039 3.074080 -1.700464 -0.01 0.00 0.03
H -4.874300 1.586672 -3.986315 0.00 0.01 0.00
H -4.058477 1.495308 -6.343485 0.01 0.01 -0.01
H -1.598667 1.744053 -6.770464 -0.01 0.00 0.00
H -0.084141 1.973002 -4.820996 0.00 -0.02 -0.01
H -0.927061 4.653354 1.827651 -0.01 -0.01 0.00
H 1.508586 4.794390 2.455864 0.00 0.00 0.00
H 3.144730 3.398858 1.187592 0.00 0.00 0.00
H 2.279813 1.896923 -0.619786 0.01 0.01 0.00
O 1.490099 0.884684 -2.696089 0.03 0.13 0.02
S 1.225470 -0.298344 -3.537211 0.08 -0.03 0.29
O 1.607989 -0.148068 -4.914143 -0.06 -0.01 0.02
O -0.188098 -0.641759 -3.298044 -0.04 -0.22 0.02
C 2.183424 -1.698509 -2.915815 0.01 0.08 -0.17
C 3.145594 -2.162070 -3.805615 0.07 0.01 -0.07
C 3.937247 -3.261590 -3.511033 -0.04 -0.01 0.07
C 3.765941 -3.920610 -2.306209 -0.04 0.07 -0.04
C 2.812713 -3.461890 -1.409783 0.07 -0.07 0.03
C 2.015619 -2.360829 -1.693363 -0.03 -0.08 0.17
S 0.835723 -1.955918 -0.388780 -0.16 0.01 -0.13
O 1.418465 -2.440114 0.837269 0.12 -0.06 -0.03
O -0.435651 -2.522928 -0.763944 0.24 -0.13 0.05
O 0.817238 -0.467135 -0.431387 -0.33 0.19 0.03
H 3.257807 -1.647545 -4.748881 -0.01 0.00 0.01
H 4.676611 -3.596863 -4.226988 0.00 0.00 0.00
H 4.368322 -4.784630 -2.056091 0.01 0.00 0.00
H 2.680322 -3.949890 -0.453802 -0.02 0.01 0.00
S 0.114653 0.683429 2.708612 -0.05 0.37 0.03
C 1.544010 -0.036015 3.120664 -0.13 -0.29 0.00
N 1.625223 -0.751196 4.292172 0.06 0.00 -0.04
C 2.733738 -1.395050 4.733666 -0.06 0.00 0.00
C 3.878062 -1.369739 4.010698 0.02 0.00 0.01
C 3.858804 -0.683580 2.765748 -0.04 0.01 -0.02
C 2.738038 -0.053248 2.333211 0.09 0.04 0.04
H 0.750947 -0.830046 4.800172 -0.03 0.01 -0.01
H 2.625570 -1.916723 5.674001 0.03 -0.01 0.00
H 4.760092 -1.881987 4.363178 -0.01 -0.01 0.01
H 4.742851 -0.689844 2.140109 0.00 0.00 0.00
H 2.682748 0.428720 1.369266 0.03 -0.02 0.00
S -3.597208 -1.494382 -2.162296 -0.39 -0.17 -0.02
C -2.447406 -0.586775 -1.644901 0.85 0.06 0.03
N -2.928758 -0.900265 1.523889 -0.16 0.09 0.04
C -2.570083 -1.214863 2.812207 0.14 -0.11 -0.01
C -3.051019 -0.485312 3.905461 0.00 -0.02 -0.01
C -2.651950 -0.800172 5.191945 -0.02 0.01 -0.01
C -1.782597 -1.858594 5.433171 -0.01 0.01 0.03
C -1.327563 -2.605849 4.349544 0.00 -0.02 0.00
C -1.711604 -2.295767 3.058715 0.02 0.01 -0.01
H -3.178616 0.057465 1.332887 -0.01 -0.01 0.03
H -2.394109 -1.305101 0.769674 0.08 -0.08 -0.07
H -3.714023 0.354122 3.729473 0.00 0.00 0.00
H -3.024140 -0.207094 6.019176 0.00 0.00 0.01
H -1.490227 -2.113661 6.444670 0.00 0.01 0.00
H -0.651865 -3.439051 4.510956 -0.01 0.00 -0.01
H -1.309612 -2.850506 2.218370 -0.01 0.01 0.00
```
Forces are in eV/Å.

As for the HOMO-LUMO gap (spin up / spin down): 5.27 / 7.41 eV. As for the total charge: -1. For the strongest force on any atom, the calculation gives 0.85 eV/A. Its energy above the lowest of the compared OMol25 structures with the same formula, charge and spin is 43.10 kcal/mol. As for the multiplicity: 2. The HOMO energy (spin up / spin down) is -0.1049 / -0.1836 Ha.

Atomic partial charges in e from the Mulliken method, atoms 1 to 2:
1 Sc 0.108
2 O -0.813

---

Record 4
The following is a DFT calculation (wB97M-V/def2-TZVPD) of 2 unconnected molecules or ions with the total composition C3H9N3 in a non-equilibrium geometry.

The geometry in XYZ format:
```
15
Properties=species:S:1:pos:R:3:forces:R:3
H -3.088878 -2.093233 -0.619692 0.42 -0.31 -0.62
N -2.277288 -1.573643 -0.292632 -0.53 0.51 0.58
C -2.798962 -0.500537 0.159776 -0.41 0.08 0.10
N -2.117067 0.508834 0.795793 1.45 0.14 -0.17
H -3.843643 -0.240402 -0.028304 -0.15 -0.17 0.40
H -2.405367 0.895961 1.679687 -0.74 -0.07 -0.24
H -1.119927 0.335004 0.839447 -0.05 -0.16 -0.04
C 3.022446 1.327322 -0.522352 0.37 -0.31 -0.20
N 3.005673 0.093367 -0.275510 -0.39 -0.10 1.23
C 1.686293 -0.500549 -0.138561 -1.04 0.24 -0.57
H 2.123547 1.861795 -0.846752 0.04 0.31 0.40
H 3.984764 1.828369 -0.437100 -0.11 0.21 -0.48
H 1.373179 -0.893660 -1.105394 -0.01 -0.42 0.08
H 0.890463 0.202149 0.153995 0.34 0.48 -0.31
H 1.564769 -1.250783 0.637595 0.82 -0.42 -0.17
```
Forces are in eV/Å.

As for the HOMO-LUMO gap: 10.62 eV. As for the structure (SMILES): [H]/N=C/N.C=NC. As for the total charge: 0. For the strongest force on any atom, the calculation gives 1.47 eV/A. Its energy above the lowest of the compared OMol25 structures with the same formula, charge and spin is 43.74 kcal/mol. The HOMO energy is -0.3549 Ha.

Atomic partial charges in e from the Mulliken method, atoms 1 to 2:
1 H 0.241
2 N -0.580

---

Record 5
The following is a DFT calculation (wB97M-V/def2-TZVPD) of a molecular structure, C3H2Br2N2O in a non-equilibrium geometry.

The geometry in XYZ format:
```
10
Properties=species:S:1:pos:R:3:forces:R:3
C 0.525468 1.135105 -0.386187 -1.99 -4.12 -2.56
C 0.249782 -1.276234 1.985252 0.37 -0.37 0.80
C -0.409336 0.094104 -1.135293 4.99 0.57 -0.98
N 1.006543 0.578104 0.734070 3.00 2.56 1.28
N 0.696077 -0.349558 1.422371 -2.59 -2.26 0.54
O 0.857217 2.122056 -0.937107 0.64 2.35 0.12
Br -0.620713 0.598116 -2.966658 -0.48 0.09 -0.01
Br -2.286119 -0.015975 -0.373133 -4.08 -0.27 1.39
H -0.010814 -1.951161 2.818293 0.33 0.87 -0.98
H -0.008105 -0.934558 -1.161608 -0.20 0.59 0.41
```
Forces are in eV/Å.

As for the HOMO-LUMO gap (spin up / spin down): 6.16 / 5.20 eV. As for the total charge: 0. For the strongest force on any atom, the calculation gives 5.25 eV/A. Its energy above the lowest of the compared OMol25 structures with the same formula, charge and spin is 97.59 kcal/mol. As for the multiplicity: 3. The HOMO energy (spin up / spin down) is -0.2158 / -0.3510 Ha.

Atomic partial charges in e from the Mulliken method, atoms 1 to 2:
1 C 0.597
2 C -0.085

---

> Which formula does entry 3 have?

C30H26N5O7S4Sc